# 1
Density functional theory data (the ωB97M-V functional and the def2-TZVPD basis) for C30H22ClN6O2SSn as an isolated structure at a distorted geometry.

ΔE to the lowest compared entry with this formula, charge and spin	88.2	kJ/mol
charge	+1
lowest unoccupied orbital energy	-3.2880	eV
DFT total energy	-73685.550	eV

Atoms and positions in Å:
Sn: -0.85 0.73 -2.48
C: 2.38 -1.82 10.70
O: 3.44 -1.50 9.79
C: 3.04 -1.17 8.56
C: 1.91 -0.34 8.28
C: 1.57 -0.05 6.96
C: 2.35 -0.62 5.87
C: 3.38 -1.52 6.13
C: 3.73 -1.80 7.47
C: 1.87 -0.46 4.51
N: 0.71 0.17 4.23
C: 0.54 0.14 2.88
C: 1.57 -0.67 2.29
N: 2.36 -1.06 3.38
C: 1.51 -1.06 0.95
C: 2.44 -1.86 0.30
C: 2.36 -2.08 -1.08
C: 1.34 -1.47 -1.81
N: 0.44 -0.68 -1.22
C: 0.49 -0.45 0.16
C: -0.59 0.35 0.71
N: -1.64 0.70 -0.09
C: -2.66 1.39 0.48
C: -2.65 1.80 1.82
C: -1.61 1.43 2.61
C: -0.60 0.62 2.13
H: 2.76 -2.36 11.55
H: 1.63 -2.52 10.29
H: 1.85 -0.93 11.06
H: 1.29 0.08 9.05
H: 0.89 0.79 6.66
H: 3.90 -2.04 5.37
H: 4.57 -2.46 7.60
H: 3.19 -1.66 3.37
H: 3.21 -2.35 0.88
H: 3.05 -2.77 -1.58
H: 1.25 -1.56 -2.91
H: -3.57 1.64 -0.11
H: -3.37 2.55 2.15
H: -1.64 1.64 3.65
O: 0.85 0.40 -3.72
N: 0.53 0.13 -5.02
C: 1.35 0.47 -6.10
C: 1.00 0.10 -7.36
C: -0.30 -0.34 -7.67
C: -1.07 -0.71 -6.57
C: -0.63 -0.54 -5.22
S: -1.63 -1.10 -3.92
H: 2.25 0.95 -5.78
H: 1.75 0.08 -8.16
H: -0.54 -0.39 -8.77
H: -2.07 -1.10 -6.63
Cl: -6.27 3.18 -4.87
C: -4.96 2.75 -5.99
C: -5.21 2.86 -7.37
C: -4.31 2.26 -8.22
C: -3.21 1.61 -7.65
N: -2.92 1.59 -6.32
C: -3.75 2.23 -5.50
H: -6.11 3.42 -7.67
H: -4.44 2.20 -9.32
H: -2.49 1.03 -8.31
H: -3.64 2.16 -4.42

***

# 2
Density functional theory data (the ωB97M-V functional and the def2-TZVPD basis) for C3H2N2O2 in the gas phase at a distorted geometry.

ΔE to the lowest compared entry with this formula, charge and spin	345.7	kJ/mol
lowest unoccupied orbital energy	-0.9172	eV
DFT total energy	-10214.607	eV
SMILES string	O=Cc1ncno1

Atoms and positions in Å:
O: -2.71 0.27 -0.18
C: -1.57 0.02 0.02
C: -0.32 -0.32 -0.82
N: 0.47 0.73 -0.87
C: 1.44 0.38 0.02
N: 1.30 -0.82 0.54
O: 0.22 -1.34 -0.11
H: -1.02 0.02 1.01
H: 2.19 1.06 0.38

***

# 3
Density functional theory data (the ωB97M-V functional and the def2-TZVPD basis) for a 2-piece molecular cluster, C2H5BrCl overall at a distorted geometry.

charge	-1
lowest unoccupied orbital energy	3.1697	eV
DFT total energy	-84722.449	eV

Atoms and positions in Å:
Br: 0.09 -2.49 -0.05
C: 0.21 0.25 -0.83
C: -0.08 -0.61 0.37
H: 0.10 1.32 -0.56
H: -0.49 0.03 -1.65
H: 1.24 0.09 -1.20
H: 0.62 -0.42 1.21
H: -1.11 -0.48 0.76
Cl: -0.59 2.31 1.96

***

# 4
Density functional theory data (the ωB97M-V functional and the def2-TZVPD basis) for C27H36AlN3O3PS4 as an isolated structure.

ΔE to the lowest compared entry with this formula, charge and spin	7.2	kJ/mol
charge	+1
lowest unoccupied orbital energy	-2.1105	eV
DFT total energy	-98425.762	eV

Atoms and positions in Å:
Al: -1.28 0.00 -0.68
C: 0.27 -3.58 -4.49
C: -1.19 -3.71 -4.11
C: -1.76 -5.08 -4.35
O: -1.27 -3.41 -2.68
P: -2.31 -2.36 -2.13
S: -1.99 -2.19 -0.16
S: -2.05 -0.55 -2.93
O: -3.68 -3.04 -2.54
C: -5.06 -2.71 -2.23
C: -5.34 -2.85 -0.75
C: -5.44 -1.35 -2.79
H: 0.39 -3.76 -5.56
H: 0.87 -4.31 -3.95
H: 0.64 -2.58 -4.27
H: -1.77 -2.95 -4.65
H: -1.19 -5.83 -3.81
H: -1.73 -5.32 -5.41
H: -2.80 -5.13 -4.02
H: -5.60 -3.48 -2.77
H: -4.94 -2.01 -0.18
H: -4.92 -3.77 -0.35
H: -6.42 -2.87 -0.60
H: -4.94 -0.55 -2.24
H: -6.52 -1.22 -2.69
H: -5.17 -1.27 -3.84
C: -4.76 2.96 -0.95
C: -3.82 1.88 -0.67
N: -3.08 1.04 -0.46
H: -4.33 3.60 -1.72
H: -4.93 3.54 -0.05
H: -5.70 2.54 -1.31
C: 4.64 0.45 -1.97
C: 3.21 0.12 -1.70
C: 2.79 -1.20 -1.51
C: 1.45 -1.41 -1.25
N: 0.62 -0.37 -1.19
C: 1.08 0.88 -1.43
S: -0.18 2.06 -1.33
N: 2.36 1.15 -1.66
H: 5.30 -0.40 -1.78
H: 4.95 1.30 -1.36
H: 4.75 0.75 -3.01
H: 3.48 -2.03 -1.56
H: 1.03 -2.39 -1.07
O: -0.90 0.29 1.11
S: -0.02 0.63 2.31
C: 1.67 0.59 1.72
C: 2.67 0.62 2.84
C: 3.78 1.46 2.75
C: 4.72 1.49 3.77
C: 4.56 0.69 4.89
C: 3.47 -0.16 4.98
C: 2.53 -0.20 3.96
C: -0.29 2.42 2.47
C: 0.83 3.17 3.11
C: 1.10 3.06 4.47
C: 2.15 3.76 5.04
C: 2.93 4.60 4.25
C: 2.67 4.72 2.90
C: 1.62 4.01 2.32
H: 1.80 1.40 1.01
H: 1.72 -0.36 1.18
H: 3.89 2.10 1.88
H: 5.57 2.15 3.69
H: 5.29 0.72 5.68
H: 3.34 -0.79 5.85
H: 1.68 -0.87 4.04
H: -1.22 2.50 3.03
H: -0.45 2.73 1.44
H: 0.48 2.42 5.09
H: 2.35 3.67 6.10
H: 3.74 5.15 4.70
H: 3.27 5.38 2.28
H: 1.41 4.10 1.26

***

Q: The lowest DFT total energy belongs to which entry?
A: C27H36AlN3O3PS4